No. 1
Computed, not measured: a molecular structure, C31H26CeClIO5P at a distorted geometry, with ωB97M-V/def2-TZVPD.

Last column: Löwdin charge in e.
Positions of all 66 atoms, in Å:
C: -1.176 4.565 -2.678  -0.17
C: -0.878 6.425 -0.607  -0.17
H: 3.673 1.094 0.710  0.06
C: -1.538 -3.190 -0.850  -0.34
C: 1.970 1.797 1.755  -0.23
C: -0.759 5.091 -0.366  -0.63
H: -1.535 3.999 -4.737  0.10
O: 0.038 -0.386 2.360  -0.41
H: 2.554 1.326 -1.378  0.09
C: -2.687 -5.300 -1.117  -0.10
C: 2.245 0.284 -1.435  -0.14
H: -3.012 -6.242 -0.692  0.09
H: 3.043 1.623 4.243  0.08
H: 2.429 -4.778 2.770  0.06
C: 1.701 -3.980 2.785  -0.17
Cl: -2.692 0.521 2.175  0.93
H: 0.489 -1.584 4.920  0.08
C: -1.242 2.296 -3.495  -0.07
C: -1.336 3.628 -3.738  -0.05
C: -0.064 -2.691 1.676  -0.36
H: -1.507 6.285 -3.938  0.10
H: -3.530 -5.695 -3.052  0.09
Ce: -0.427 1.074 0.849  0.77
H: -1.252 7.928 -2.123  0.10
H: 2.101 -3.367 4.822  0.08
H: 1.097 -4.221 0.758  0.09
C: -0.902 4.086 -1.369  -0.23
C: 2.539 -1.901 -2.404  -0.11
H: 3.110 0.106 2.068  0.12
O: 1.439 1.949 2.918  -0.19
C: 0.599 -2.149 3.999  -0.10
H: -1.510 -1.949 -2.607  0.10
C: -1.841 -2.890 -2.180  -0.10
H: 1.842 0.280 4.062  0.08
C: -0.971 1.845 -2.173  -0.13
C: -1.155 6.868 -1.926  -0.10
C: -0.263 -1.773 2.850  -0.38
O: -2.651 0.655 0.652  -0.52
C: 1.446 -2.360 -1.684  -0.10
H: 1.123 -3.391 -1.791  0.10
C: -2.977 -4.995 -2.438  -0.12
C: -1.972 -4.403 -0.325  -0.09
I: -0.353 4.495 1.554  1.22
C: 0.920 -3.673 1.683  -0.16
C: 2.938 -0.570 -2.284  -0.11
O: -1.832 1.724 2.565  -0.56
O: -4.028 0.738 2.622  -0.37
H: -1.313 -1.694 3.149  0.10
C: -1.295 5.958 -2.926  -0.05
C: 1.505 -3.166 3.935  -0.16
C: -2.549 -3.782 -2.970  -0.10
H: 4.015 1.605 2.390  0.09
P: -0.688 -1.952 0.201  1.08
H: 3.781 -0.200 -2.858  0.09
C: 1.150 -0.161 -0.695  -0.25
H: -0.764 7.143 0.194  0.08
H: 1.404 1.779 4.940  0.10
C: 1.997 1.354 4.141  0.01
C: 0.752 -1.496 -0.831  -0.38
C: 3.285 1.136 1.721  -0.06
C: -0.791 2.683 -1.115  -0.19
H: -1.732 -4.640 0.705  0.10
H: -2.769 -3.531 -4.000  0.09
H: 3.074 -2.572 -3.064  0.09
H: -1.365 1.577 -4.296  0.10
H: -0.905 0.763 -2.034  0.08

- Charge: -1



No. 2
Computed, not measured: 12 unconnected molecules or ions with the total composition C36H96O12 at a distorted geometry, with ωB97M-V/def2-TZVPD.

Last column: Löwdin charge in e.
Positions of all 144 atoms, in Å:
H: 2.789 5.801 0.139  0.08
H: -5.399 -4.076 2.217  0.08
H: -1.368 3.745 2.660  0.08
H: 4.521 -0.855 2.528  0.14
H: -0.459 4.369 1.363  0.06
H: 1.790 5.631 -3.376  0.08
H: -2.239 -0.702 -3.710  0.05
H: -3.817 4.008 -1.146  0.08
H: -4.866 -2.348 1.992  0.08
C: -2.956 4.403 -0.608  -0.04
H: -1.241 1.397 0.040  0.08
C: -2.936 -4.424 1.223  -0.06
H: -0.689 -4.814 -4.014  0.14
H: -0.161 -0.468 -4.958  0.04
H: 2.070 0.897 2.737  0.07
C: 3.637 -0.383 2.087  -0.47
H: 2.733 -0.102 4.079  0.08
H: 3.159 0.106 -2.045  0.06
H: 4.426 -0.202 0.087  0.07
H: 0.250 0.597 5.623  0.13
H: -1.549 -5.577 -1.066  0.06
H: -1.092 -2.403 0.543  0.06
H: -2.666 0.262 4.683  0.09
H: 2.340 1.694 -2.140  0.06
C: -1.826 -0.976 -5.758  -0.49
H: -0.894 6.007 3.883  0.08
H: 4.564 -2.048 -2.500  0.12
H: -4.498 -4.379 -0.297  0.14
H: -2.482 -2.547 3.907  0.06
H: 0.185 6.721 2.694  0.07
H: 0.787 6.519 4.288  0.08
O: 0.303 4.158 -1.512  -0.08
H: 2.790 -2.809 -1.534  0.06
O: -3.649 -2.560 -0.131  -0.08
H: 2.286 3.942 -1.576  0.12
H: -0.183 -2.498 3.606  0.06
H: -3.667 -0.681 -4.485  0.08
H: -3.566 5.235 -3.133  0.08
C: 0.482 -4.100 -2.442  -0.06
C: -0.428 -0.615 -0.392  -0.43
H: 0.939 -3.374 4.513  0.08
C: -4.114 -3.746 0.508  -0.46
H: -0.351 -1.331 1.671  0.06
H: -1.458 -2.664 -3.381  0.05
H: -2.120 3.749 -0.870  0.07
O: -0.560 -0.330 -5.834  -0.06
H: -1.233 -4.613 4.241  0.13
O: 1.018 -0.454 -3.441  -0.08
H: 0.058 2.815 2.123  0.06
H: 1.202 -4.919 -2.381  0.08
H: 2.273 0.012 -5.962  0.07
C: -0.021 -2.868 4.625  -0.04
H: -0.951 -0.907 -1.306  0.13
H: 0.968 -3.342 -3.073  0.06
C: -2.777 5.845 -2.706  -0.04
O: -1.809 -3.418 -2.889  -0.06
H: 2.081 4.280 0.709  0.07
H: -0.056 1.398 -1.105  0.07
C: -0.902 -4.504 -2.988  -0.45
H: 3.790 0.354 -5.106  0.07
H: -1.192 0.020 3.683  0.06
H: 3.849 1.376 -2.958  0.09
H: -3.165 -2.805 -0.928  0.07
H: 4.980 -4.074 -4.021  0.08
H: 6.197 -2.414 -0.843  0.07
C: 2.969 0.447 3.169  -0.05
C: -0.301 0.874 -0.175  -0.04
H: -0.104 3.288 4.528  0.04
C: -2.653 -0.302 -4.649  -0.04
H: -3.365 -3.769 4.785  0.08
O: -0.966 -4.375 6.258  -0.05
H: -2.584 -2.327 5.665  0.05
O: -1.383 6.248 -0.750  -0.07
H: 3.042 -1.193 -4.941  0.07
C: 1.590 4.756 -1.348  -0.47
C: -1.020 -1.347 0.807  -0.04
H: 1.491 1.340 -4.293  0.14
H: 3.601 1.270 3.511  0.09
C: 2.883 0.933 -2.705  -0.04
H: 4.246 -5.092 -2.810  0.08
H: -3.089 4.442 0.469  0.08
C: -1.277 -0.431 6.751  -0.07
H: -1.617 -1.989 -5.379  0.12
H: 1.064 6.723 -2.156  0.07
H: -2.009 -4.482 0.655  0.05
H: 0.420 1.111 0.608  0.07
H: -0.326 4.860 -1.215  0.03
H: -2.702 -3.899 2.152  0.05
H: 0.533 -3.588 -1.475  0.07
C: -5.173 -3.277 1.516  -0.04
H: -3.136 -5.452 1.542  0.08
H: -2.020 -0.983 1.030  0.08
H: -0.604 1.927 7.210  0.09
H: -1.528 -1.399 6.309  0.02
H: -2.238 -0.127 7.178  0.09
C: 1.909 5.156 0.085  -0.05
C: 5.914 -3.323 -1.381  -0.05
H: 5.740 -4.124 -0.660  0.09
C: 2.812 -0.128 -5.024  -0.04
C: 3.924 0.414 0.835  -0.05
H: 0.065 -2.048 5.335  0.06
H: -2.599 0.781 -4.569  0.08
C: -0.337 3.812 2.298  -0.05
C: 0.576 4.625 3.229  -0.47
C: -0.830 0.654 5.769  -0.44
C: 0.146 6.039 3.550  -0.05
H: -1.853 -1.248 -8.014  0.08
C: 2.020 0.481 -3.871  -0.45
H: -2.721 0.060 -7.351  0.08
C: 4.608 -3.076 -2.118  -0.47
C: -2.678 5.797 -1.162  -0.46
H: -0.952 -5.324 6.125  0.08
H: 3.080 -2.045 1.117  0.08
H: -3.353 -1.588 -7.104  0.08
C: -2.447 -0.980 -7.143  -0.05
H: -6.025 -2.990 0.896  0.08
H: 2.773 6.354 -2.239  0.08
C: 1.771 5.912 -2.320  -0.06
H: -0.626 -0.522 7.623  0.09
O: 2.700 -1.416 1.749  -0.07
O: 3.599 -3.109 -1.096  -0.08
H: 1.122 5.769 0.534  0.07
H: -2.871 6.864 -3.093  0.07
H: -1.345 7.179 -1.002  0.11
H: 1.575 4.659 2.791  0.11
H: -1.776 5.563 -3.049  0.08
O: 0.907 -1.134 -0.579  -0.10
H: 1.086 -0.525 -2.473  0.04
C: -1.525 -5.629 -2.148  -0.05
O: -1.166 1.910 6.428  -0.07
C: 4.238 -4.080 -3.219  -0.05
H: 6.834 -3.568 -1.914  0.08
H: 3.258 -3.895 -3.655  0.06
H: 1.417 -0.825 0.187  0.05
C: -1.658 0.605 4.476  -0.02
H: -1.595 1.636 4.118  0.06
H: 2.957 0.738 0.435  0.06
C: -1.197 -3.788 4.965  -0.47
H: -2.506 -5.924 -2.526  0.08
C: -2.537 -3.069 4.868  -0.05
H: 4.462 1.362 0.913  0.09
H: -3.469 6.440 -0.758  0.13
H: -0.947 -6.531 -2.393  0.08
O: 0.651 3.879 4.453  -0.06

- Charge: 0



No. 3
Computed, not measured: a molecular structure, C44H64N7O4SeTi, with ωB97M-V/def2-TZVPD.

Last column: Löwdin charge in e.
Positions of all 121 atoms, in Å:
C: 0.804 -1.216 -3.020  -0.07
H: 3.265 -1.128 3.941  0.09
C: 2.368 0.966 -2.156  -0.06
C: 2.391 -3.450 3.088  -0.06
H: -1.451 3.729 -1.277  0.12
H: -1.691 -3.650 -3.348  0.08
C: -4.647 2.374 -3.443  -0.17
C: -4.239 0.504 1.603  -0.29
C: 5.094 -0.844 -3.617  -0.05
N: -2.217 1.630 1.452  -0.18
C: 1.167 -2.520 3.206  -0.52
C: 1.378 0.845 1.305  -0.38
C: -2.966 -1.194 3.692  -0.06
N: -2.271 3.864 -3.202  -0.08
H: -0.685 2.697 -2.505  0.11
C: -3.764 2.491 -1.247  -0.16
H: 0.249 -3.237 1.358  0.09
C: -3.635 -3.768 4.480  -0.14
H: 4.505 0.215 5.270  0.09
H: -2.654 -0.196 3.411  0.09
H: 5.231 3.032 4.359  0.08
H: 4.337 2.521 -3.430  0.09
C: -3.446 -2.091 2.705  -0.34
C: 2.849 0.163 -3.178  -0.18
C: -5.689 0.218 1.812  -0.03
H: -0.757 -3.083 -5.476  0.08
H: -3.387 5.007 -1.853  0.12
C: 0.755 -2.424 4.681  -0.03
C: 1.140 0.692 -1.573  -0.37
C: 3.261 0.657 2.791  -0.18
N: -3.654 -1.856 1.389  0.07
H: -6.305 1.096 1.604  0.07
H: 3.528 -0.278 -5.821  0.07
H: -4.097 2.824 3.545  0.09
H: -1.577 2.576 -4.699  0.13
C: -1.278 -2.749 -2.886  -0.05
H: -0.871 -1.339 -5.204  0.08
H: -0.956 2.379 2.654  0.09
O: -1.483 2.742 1.931  -0.12
H: 0.678 -2.064 -5.646  0.07
H: 5.426 -0.653 4.034  0.08
H: -1.774 0.708 -3.245  0.12
H: -4.117 -4.112 2.424  0.10
H: -1.164 -2.931 -1.818  0.09
H: -3.885 -4.784 4.769  0.09
H: 2.775 -3.462 2.066  0.09
H: 0.430 -4.563 -3.803  0.08
H: 5.208 2.018 1.407  0.07
H: 2.942 2.283 1.409  0.10
H: -0.919 -2.690 2.558  0.06
C: -3.187 -2.859 5.446  -0.15
O: -3.340 -0.432 -0.368  -0.20
H: 5.876 1.744 -3.813  0.08
H: 3.575 2.543 4.761  0.09
C: -2.530 2.965 -4.331  -0.18
N: -4.443 3.259 -2.294  -0.08
H: -0.075 -4.218 2.798  0.09
C: -3.767 -3.402 3.164  -0.07
H: -5.904 -0.116 2.832  0.08
H: 3.918 3.312 3.211  0.08
H: -4.049 4.922 -3.499  0.12
H: 1.156 -3.863 -2.349  0.09
C: 2.042 -0.906 -3.571  0.01
Se: 0.497 1.764 -0.123  1.23
N: -3.414 -0.528 1.035  -0.32
C: 2.731 -0.561 3.193  0.02
C: 4.202 0.384 -3.851  -0.56
C: 0.057 -2.439 -3.572  -0.53
O: -0.386 -0.738 1.336  -0.20
H: 2.093 -4.467 3.352  0.08
C: 0.032 -3.195 2.427  -0.04
C: -0.234 -2.215 -5.065  -0.05
C: -2.861 -1.582 5.020  -0.15
C: 4.567 1.230 3.340  -0.56
H: 4.648 -1.745 -4.040  0.08
H: 1.898 -3.591 -3.928  0.07
C: 4.008 0.587 -5.359  -0.05
H: 1.548 -1.979 5.288  0.08
H: 5.798 0.393 1.755  0.09
H: -3.582 3.141 -0.389  0.12
N: -3.387 1.841 -3.961  -0.08
C: 4.306 2.613 3.953  -0.05
H: 3.207 -3.169 3.756  0.07
H: 4.974 0.737 -5.851  0.08
H: -5.993 -0.589 1.144  0.08
H: -3.010 3.535 -5.131  0.12
H: -5.213 2.937 2.189  0.07
C: 5.179 0.338 4.420  -0.07
N: -2.470 1.950 -1.703  -0.10
H: -3.348 0.258 -2.578  0.12
H: -0.149 -1.824 4.785  0.07
C: 2.563 1.347 1.805  -0.07
O: -0.854 -0.565 -1.433  -0.25
C: 1.546 -1.118 2.701  -0.07
H: -5.283 1.541 -3.139  0.13
Ti: -1.668 0.140 0.232  1.01
C: -2.725 1.096 -2.884  -0.16
H: -1.999 -1.941 -2.996  0.08
C: 0.945 -3.685 -3.406  -0.05
H: -3.093 -3.145 6.486  0.08
H: -3.640 3.760 2.129  0.07
C: -3.561 4.348 -2.707  -0.18
H: 3.382 1.460 -5.554  0.09
H: 6.103 0.792 4.788  0.08
C: 0.807 -0.357 1.773  -0.31
H: -5.151 2.935 -4.235  0.12
H: 2.407 -1.544 -4.368  0.10
H: 6.073 -0.700 -4.083  0.08
C: -4.159 2.861 2.455  -0.02
H: -2.495 -0.853 5.738  0.09
H: 5.140 1.500 -2.228  0.08
C: 5.584 1.368 2.198  -0.05
C: 0.321 -0.379 -1.983  -0.34
H: 0.536 -3.419 5.076  0.09
H: 5.241 -1.014 -2.549  0.09
H: 6.521 1.793 2.568  0.08
H: 2.939 1.809 -1.790  0.09
H: -4.391 1.661 -0.929  0.12
C: 4.925 1.611 -3.293  -0.07
C: -1.640 3.081 -2.136  -0.21
C: -3.551 1.633 1.847  -0.33

- Charge: -1



E_HOMO values (in eV) by entry order: -2.95 -9.73 -3.31.
Energy relative to the best compared isomer or geometry (same formula, charge and spin) values (in kJ/mol) by entry order: 322.2 231.4 110.6.
Gap between HOMO and LUMO values (in eV) by entry order: 5.06 10.24 5.47.